{
  "formula": "C36H100N8O12",
  "method": "ωB97M-V with the def2-TZVPD basis set",
  "smiles": "COC[C@H](C)N.COC[C@H](C)N.COC[C@H](C)N.COC[C@H](C)N.COC[C@H](C)N.COC[C@H](C)N.COC[C@H](C)N.COC[C@H](C)N.OCCO.OCCO",
  "e_above_lowest_ev": 3.310,
  "mol_weight_g_mol": 837.2,
  "e_homo_ev": -8.392,
  "spin_multiplicity": 1,
  "fmax_ha_per_bohr": 0.062,
  "elements": ["C", "C", "O", "O", "H", "H", "H", "H", "H", "H", "C", "C", "O", "O", "H", "H", "H", "H", "H", "H", "C", "C", "C", "O", "C", "N", "H", "H", "H", "H", "H", "H", "H", "H", "H", "H", "H", "C", "C", "C", "O", "C", "N", "H", "H", "H", "H", "H", "H", "H", "H", "H", "H", "H", "C", "C", "C", "O", "C", "N", "H", "H", "H", "H", "H", "H", "H", "H", "H", "H", "H", "C", "C", "C", "O", "C", "N", "H", "H", "H", "H", "H", "H", "H", "H", "H", "H", "H", "C", "C", "C", "O", "C", "N", "H", "H", "H", "H", "H", "H", "H", "H", "H", "H", "H", "C", "C", "C", "O", "C", "N", "H", "H", "H", "H", "H", "H", "H", "H", "H", "H", "H", "C", "C", "C", "O", "C", "N", "H", "H", "H", "H", "H", "H", "H", "H", "H", "H", "H", "C", "C", "C", "O", "C", "N", "H", "H", "H", "H", "H", "H", "H", "H", "H", "H", "H"],
  "xyz": [[18.0626, 10.5852, 13.6873], [16.9755, 9.5080, 13.3148], [17.1077, 8.3840, 14.1965], [17.7788, 11.1452, 14.9997], [17.9903, 11.2402, 12.8330], [19.0131, 10.0635, 13.6956], [17.2050, 9.0980, 12.2374], [15.9550, 9.8586, 13.3347], [16.6091, 8.6484, 14.9569], [18.1073, 10.5469, 15.6999], [14.2894, 12.2555, 14.5077], [13.4962, 13.4894, 14.3221], [13.7121, 14.0937, 13.0345], [15.6412, 12.6528, 14.2412], [13.9461, 11.4953, 13.7611], [14.0702, 11.9896, 15.6172], [13.7585, 14.1383, 15.1892], [12.4277, 13.2047, 14.3769], [14.6600, 13.9975, 12.7366], [16.2993, 12.0281, 14.6192], [11.3573, 15.1068, 10.6235], [10.9679, 15.0389, 9.1476], [10.8258, 16.5063, 8.6417], [9.9363, 17.3165, 9.4346], [8.6041, 16.7616, 9.4096], [11.8699, 14.2470, 8.2454], [12.2165, 15.7207, 10.6943], [11.4920, 14.0971, 11.0682], [10.4578, 15.4698, 11.1369], [9.9924, 14.5388, 8.9868], [10.3913, 16.4027, 7.6168], [11.8373, 17.0312, 8.6139], [7.9566, 17.4343, 10.0018], [8.5412, 15.7339, 9.7835], [8.2905, 16.8821, 8.3462], [12.1984, 13.4083, 8.8036], [12.6922, 14.8082, 8.0928], [15.2613, 8.4570, 18.7465], [15.9621, 9.5728, 18.0891], [17.5540, 9.3637, 18.0698], [18.3165, 10.5516, 17.7122], [18.6116, 11.4054, 18.8053], [15.5254, 9.7116, 16.6946], [15.7358, 8.2768, 19.7362], [15.4501, 7.4698, 18.2385], [14.1988, 8.7173, 18.9213], [15.7661, 10.4319, 18.7274], [17.8070, 8.5293, 17.4041], [17.8451, 9.0846, 19.0890], [19.0658, 10.8516, 19.5632], [17.7096, 11.9228, 19.1391], [19.2917, 12.0833, 18.3365], [15.8656, 10.5933, 16.4209], [14.5193, 9.7877, 16.6722], [11.9863, 7.2934, 16.2344], [11.0006, 8.4529, 16.1367], [11.6573, 9.8446, 16.1426], [12.4675, 10.1592, 17.2781], [11.7267, 10.5454, 18.3755], [10.1722, 8.4725, 14.8641], [11.5670, 6.3123, 16.3682], [12.6905, 7.5844, 17.0380], [12.5895, 7.2696, 15.3334], [10.2864, 8.4076, 16.9961], [10.9072, 10.6272, 15.9752], [12.3406, 9.9168, 15.2347], [12.3911, 11.1764, 19.0652], [11.4419, 9.6388, 18.9099], [10.9347, 11.2519, 18.1346], [10.7891, 8.9229, 14.1868], [10.0708, 7.5267, 14.5425], [10.7505, 10.7570, 9.7513], [11.8009, 9.8993, 10.4678], [13.0107, 10.7716, 10.8286], [13.6042, 11.1777, 9.5847], [14.7144, 12.0206, 9.7811], [11.3450, 9.3408, 11.7607], [10.0680, 10.0046, 9.3809], [11.1827, 11.4935, 9.0229], [10.2584, 11.2537, 10.6219], [12.1892, 9.1431, 9.7555], [13.7032, 10.2650, 11.4186], [12.6685, 11.6919, 11.3877], [15.2226, 11.7370, 10.7292], [14.5379, 13.1075, 9.7336], [15.4511, 11.8055, 9.0095], [11.3018, 8.3423, 11.6333], [10.3662, 9.6363, 11.9446], [16.6050, 17.8397, 11.0618], [16.3801, 16.8135, 9.9896], [17.4433, 15.6850, 10.0098], [17.4089, 14.9902, 11.2420], [18.1773, 13.8679, 11.1362], [15.0240, 16.1874, 10.1416], [16.3609, 17.2944, 12.0061], [15.8483, 18.5778, 10.8564], [17.5731, 18.2820, 11.2083], [16.4776, 17.1965, 8.9796], [18.4233, 16.1107, 9.8525], [17.2864, 14.9341, 9.2068], [17.9496, 13.1692, 10.3576], [18.0863, 13.2637, 12.0099], [19.2141, 14.1342, 11.0166], [14.9861, 15.3658, 9.5492], [14.9177, 15.7996, 11.0722], [18.1381, 14.9966, 16.6814], [18.6682, 15.4899, 15.3336], [19.8400, 14.5115, 14.9663], [20.8274, 14.3859, 16.0119], [21.6245, 15.5557, 16.3653], [17.6340, 15.6974, 14.2762], [17.2976, 15.5936, 17.0544], [18.9447, 15.0398, 17.3744], [17.7591, 14.0290, 16.5023], [19.1558, 16.4705, 15.4635], [20.3230, 14.8087, 14.0584], [19.4295, 13.5256, 14.8574], [22.1271, 15.9906, 15.4584], [22.3592, 15.2520, 17.0852], [21.0370, 16.3302, 16.7763], [17.8873, 16.2744, 13.5000], [17.0865, 14.8837, 14.1217], [13.4527, 13.5133, 18.4926], [14.0783, 14.8547, 18.7079], [15.3717, 14.7186, 19.4949], [15.2197, 13.9731, 20.6574], [14.3833, 14.5757, 21.5684], [14.4563, 15.6709, 17.4860], [13.1340, 13.1139, 19.4750], [14.2248, 12.8679, 18.0818], [12.5982, 13.4976, 17.7891], [13.3076, 15.5174, 19.1545], [15.7301, 15.7913, 19.7573], [16.0845, 14.2772, 18.7824], [14.4224, 13.9870, 22.5021], [13.3983, 14.5371, 21.2476], [14.7946, 15.5090, 21.9429], [14.8600, 15.0272, 16.7907], [13.6065, 15.9961, 17.0287], [10.4153, 15.0913, 17.0266], [10.0624, 15.9388, 15.7908], [11.2174, 16.0089, 14.7300], [12.2462, 16.9164, 15.2340], [13.2295, 17.2555, 14.1516], [8.9726, 15.3400, 15.0389], [10.7711, 14.0865, 16.7844], [9.5333, 14.8740, 17.6302], [11.2500, 15.5906, 17.5253], [9.8540, 16.9552, 16.1543], [10.8214, 16.3851, 13.7794], [11.5820, 15.0083, 14.5726], [13.6208, 18.1874, 14.5031], [12.7470, 17.3304, 13.1589], [13.9049, 16.3952, 14.2389], [8.0391, 15.5067, 15.4127], [8.8742, 15.6869, 14.0837]],
  "mulliken_charge": [0.004, -0.113, -0.639, -0.683, -0.273, 0.598, 0.342, -0.029, 0.345, 0.252, 0.859, -0.344, 0.880, 1.105, -0.352, -0.430, -0.570, 0.537, -0.285, -0.587, -0.355, 0.187, -0.918, -0.354, -0.686, -0.715, 0.124, 0.204, 0.253, 0.192, 0.400, 0.356, 0.229, 0.272, 0.314, 0.070, 0.346, -1.583, 1.263, -1.080, -0.242, -0.716, 0.257, 0.506, 0.311, 0.130, -0.046, 0.271, 0.503, 0.359, 0.206, 0.209, -0.365, -0.050, -1.183, 0.514, -0.539, 0.121, -0.975, -0.676, 0.410, 0.123, 0.334, 0.230, 0.463, -0.138, 0.027, 0.402, 0.411, 0.199, 0.286, -1.239, -0.305, 0.105, -0.497, -0.125, -0.482, 0.403, 0.260, 0.327, 0.420, 0.510, -0.223, -0.102, -0.012, 0.404, 0.268, 0.307, -1.123, 0.091, -0.959, 0.337, -0.768, -0.356, 0.062, 0.320, 0.400, 0.464, 0.320, 0.450, 0.345, -0.266, 0.456, 0.152, 0.051, -0.967, 0.250, -0.300, -0.342, -0.787, -0.198, 0.281, 0.467, -0.126, 0.423, 0.500, -0.239, 0.276, 0.279, 0.365, 0.177, -0.227, 0.005, 0.192, -0.451, -0.334, -0.865, -0.423, 0.530, -0.154, -0.269, 0.457, 0.358, -0.236, 0.247, 0.361, 0.357, -0.262, 0.369, -0.765, 0.228, 0.052, -0.526, -0.448, -0.656, -0.211, 0.439, 0.145, 0.215, 0.349, -0.040, 0.379, 0.283, -0.071, 0.268, 0.174]
}



{
  "formula": "C6H6O4S",
  "method": "ωB97M-V with the def2-TZVPD basis set",
  "e_above_lowest_ev": 3.944,
  "mol_weight_g_mol": 174.2,
  "e_homo_ev": -9.221,
  "spin_multiplicity": 1,
  "fmax_ha_per_bohr": 0.073,
  "elements": ["C", "C", "C", "C", "C", "C", "O", "O", "O", "O", "S", "H", "H", "H", "H", "H", "H"],
  "xyz": [[1.3825, 0.9519, 0.2306], [0.5166, -0.0451, 0.2552], [-0.0303, 2.5668, -0.0998], [-0.9361, 0.2734, 0.2582], [-1.0698, 1.6141, -0.5870], [2.4312, -1.4741, 0.0116], [0.3391, 3.6103, 0.2294], [3.4711, 0.5721, -1.2587], [3.8300, 0.6431, 1.1163], [1.0091, -1.3702, 0.1593], [2.9717, 0.3078, 0.0518], [-1.6756, -0.5702, -0.0997], [-1.2538, 0.5947, 1.2594], [-2.1123, 2.0667, -0.5064], [-0.9367, 1.3194, -1.5771], [3.0072, -2.0463, 0.7068], [2.5955, -1.7716, -1.0112]],
  "nbo_charge": [-0.615, 0.256, 0.814, -0.426, -0.534, -0.309, -0.391, -0.960, -0.933, -0.510, 2.159, 0.253, 0.233, 0.254, 0.272, 0.219, 0.217]
}



{
  "formula": "C5H14NO",
  "method": "ωB97M-V with the def2-TZVPD basis set",
  "e_above_lowest_ev": 2.789,
  "mol_weight_g_mol": 104.2,
  "e_homo_ev": -13.080,
  "total_charge": 1,
  "spin_multiplicity": 1,
  "fmax_ha_per_bohr": 0.066,
  "elements": ["C", "C", "C", "C", "C", "N", "H", "H", "H", "H", "H", "H", "H", "H", "H", "H", "H", "H", "H", "H", "O"],
  "xyz": [[1.1883, 1.4015, 1.5590], [0.7154, 0.3982, 0.5107], [-0.6014, 1.0744, -0.0512], [-0.9081, 0.4118, -1.3319], [-0.9847, 1.0844, -2.4969], [0.4092, -0.9662, 1.2627], [0.4976, 1.3482, 2.4819], [2.2982, 1.1951, 1.7192], [1.1497, 2.4662, 1.0496], [1.4727, 0.0973, -0.3855], [-0.4381, 2.1520, -0.2339], [-1.3286, 1.1212, 0.6766], [-0.9440, -0.6650, -1.4520], [-1.2165, 0.5650, -3.3715], [-0.9755, 2.1027, -2.6990], [1.2751, -1.0340, 1.8739], [0.3470, -1.7394, 0.4667], [-0.5448, -0.8591, 1.7011], [-1.0764, -3.4918, -1.0607], [0.1694, -3.6248, 0.0945], [-0.5043, -3.0374, -0.3133]],
  "nbo_charge": [-0.668, -0.026, -0.468, -0.225, -0.331, -0.762, 0.235, 0.236, 0.263, 0.248, 0.245, 0.221, 0.202, 0.199, 0.200, 0.452, 0.486, 0.452, 0.544, 0.501, -1.003]
}



{
  "formula": "C31H47FN3O4PmS5",
  "method": "ωB97M-V with the def2-TZVPD basis set",
  "e_above_lowest_ev": 0.163,
  "mol_weight_g_mol": 850.1,
  "e_homo_ev": [-13.030, -13.037],
  "total_charge": 2,
  "spin_multiplicity": 5,
  "fmax_ha_per_bohr": 0.080,
  "elements": ["Pm", "C", "C", "S", "C", "C", "S", "C", "C", "S", "C", "C", "S", "H", "H", "H", "H", "H", "H", "H", "H", "H", "H", "H", "H", "H", "H", "H", "H", "C", "C", "C", "C", "C", "C", "C", "F", "C", "C", "C", "O", "C", "C", "N", "C", "C", "O", "O", "H", "H", "H", "H", "H", "H", "H", "H", "H", "H", "H", "C", "N", "C", "C", "S", "N", "C", "C", "H", "H", "H", "H", "H", "H", "H", "H", "H", "H", "H", "H", "C", "C", "C", "O", "C", "H", "H", "H", "H", "H", "H", "H", "H"],
  "xyz": [[-0.1679, 0.3422, -0.6775], [3.1289, -0.8471, -2.9396], [3.6481, -1.1588, -1.5509], [2.8440, -0.2250, -0.1934], [3.8242, 1.3168, -0.0270], [3.6903, 2.3229, -1.1517], [1.9350, 2.7153, -1.5326], [2.0985, 2.9907, -3.3456], [0.7459, 3.1271, -4.0115], [-0.4944, 1.8683, -3.5065], [-0.2596, 0.5470, -4.7536], [1.0550, -0.2024, -4.6957], [1.3026, -1.0681, -3.0845], [3.5870, -1.5296, -3.6594], [3.3626, 0.1793, -3.2208], [4.7216, -0.9779, -1.5044], [3.4499, -2.1999, -1.2967], [4.8725, 1.0447, 0.1011], [3.4503, 1.7383, 0.9075], [4.1489, 1.9542, -2.0659], [4.1763, 3.2571, -0.8640], [2.6637, 2.1564, -3.7543], [2.6666, 3.9102, -3.4880], [0.8429, 3.0952, -5.0960], [0.2825, 4.0701, -3.7250], [-0.3767, 1.0073, -5.7359], [-1.0950, -0.1302, -4.5714], [1.8970, 0.4674, -4.8591], [1.0626, -0.9698, -5.4731], [0.9925, -4.7085, 4.6760], [1.0034, -3.3238, 5.3247], [2.2087, -3.1991, 6.2533], [2.2048, -1.8409, 6.9332], [2.1962, -0.7671, 5.8919], [2.7602, 0.4624, 6.1562], [2.7335, 1.4781, 5.2012], [3.2821, 2.6616, 5.4912], [2.1565, 1.2773, 3.9746], [1.5845, 0.0326, 3.6769], [0.9466, -0.1470, 2.3935], [0.8823, 0.7635, 1.5116], [0.3770, -1.4395, 2.1938], [0.4309, -2.4086, 3.1497], [1.0295, -2.2327, 4.3331], [1.6015, -1.0121, 4.6333], [-0.3074, -1.4670, 0.8607], [-1.3877, -0.8398, 0.7657], [0.3309, -1.8074, -0.1682], [1.2315, -5.4463, 5.4363], [1.7436, -4.7758, 3.8943], [0.0213, -4.9722, 4.2687], [0.0885, -3.2011, 5.9205], [3.1255, -3.3253, 5.6742], [2.1680, -3.9912, 7.0001], [3.0723, -1.7305, 7.5819], [1.3125, -1.7369, 7.5581], [3.2225, 0.6568, 7.1127], [2.1069, 2.0577, 3.2330], [-0.0345, -3.3616, 2.9672], [-4.1761, 1.0577, -4.6143], [-4.1642, -0.3291, -4.2078], [-4.6186, -1.2248, -5.2514], [-3.6450, -0.7265, -3.0382], [-2.6901, 0.3957, -2.1554], [-3.8860, -1.9582, -2.5540], [-5.1730, -2.6193, -2.7030], [-3.1097, -2.4693, -1.4456], [-5.1125, 1.2558, -5.1323], [-3.3490, 1.2825, -5.2914], [-4.0916, 1.7013, -3.7447], [-4.1858, -0.8940, -6.1982], [-5.7050, -1.1945, -5.3603], [-4.2921, -2.2415, -5.0628], [-5.8950, -1.9643, -3.1773], [-5.5507, -2.8665, -1.7101], [-5.0867, -3.5460, -3.2738], [-2.0508, -2.2031, -1.5507], [-3.2008, -3.5541, -1.4428], [-3.4677, -2.0800, -0.4875], [-2.7139, 3.4330, 1.5610], [-1.4700, 4.3120, 1.4951], [-0.7740, 3.7537, 0.2576], [-1.1272, 2.3549, 0.1716], [-2.1286, 2.0799, 1.1806], [-3.4454, 3.7529, 0.8217], [-3.1751, 3.4214, 2.5416], [-0.8560, 4.1580, 2.3825], [-1.6902, 5.3700, 1.3995], [0.3131, 3.8420, 0.3129], [-1.1379, 4.2392, -0.6551], [-1.6348, 1.6249, 2.0513], [-2.8569, 1.3788, 0.7576]],
  "mulliken_spin": [4.054, 0.000, -0.001, -0.004, -0.001, 0.000, -0.001, 0.000, 0.000, -0.002, -0.001, -0.001, -0.003, 0.000, 0.000, 0.000, 0.000, 0.000, 0.000, 0.000, 0.000, 0.000, 0.000, 0.000, 0.000, 0.000, 0.000, 0.000, 0.000, 0.000, 0.000, 0.000, 0.000, 0.000, 0.000, 0.000, 0.000, 0.000, -0.002, 0.003, -0.010, 0.001, 0.000, 0.001, 0.000, -0.015, -0.004, -0.007, 0.000, 0.000, 0.000, 0.000, 0.000, 0.000, 0.000, 0.000, 0.000, 0.000, 0.000, 0.000, 0.000, 0.000, -0.001, -0.001, -0.001, 0.000, -0.001, 0.000, 0.000, 0.000, 0.000, 0.000, 0.000, 0.000, 0.000, 0.000, 0.001, 0.000, 0.000, 0.000, 0.000, 0.000, -0.004, 0.002, 0.000, 0.000, 0.000, 0.000, 0.000, 0.000, 0.000, -0.002]
}



- Number 1 is which compound?
  C36H100N8O12